[1]
93
Properties=species:S:1:pos:R:3:forces:R:3 method="wB97M-V/def2-TZVPD" homo_lumo_gap_ha=0.102 relative_energy_kj_mol=252.59 charge=-2
H -3.130 -1.694 -1.578 0.0 0.0 0.0
O 1.627 2.723 -0.795 0.3 0.2 0.1
Br 1.899 5.305 -2.288 0.0 0.0 0.0
N 0.103 -0.869 1.699 -0.3 -0.6 0.6
C -1.225 -2.204 -3.277 0.0 0.0 0.0
H -2.940 3.905 2.027 0.0 0.0 0.0
H 3.553 -0.007 2.316 0.0 0.0 0.0
O 2.923 1.838 1.392 0.0 0.1 -0.2
H -4.334 -3.558 4.665 0.0 0.0 0.0
H -0.468 -1.185 0.903 0.0 0.3 0.0
H -4.754 1.171 -6.575 0.0 0.0 0.0
C 2.788 4.785 -0.696 -0.1 0.1 0.0
H 0.302 1.605 -4.529 0.0 0.0 0.0
H -0.578 -5.350 3.654 0.0 0.0 0.0
H 3.044 -4.211 -0.089 0.0 0.0 0.0
H -3.807 3.685 -0.298 0.0 0.0 0.0
C 3.156 3.046 0.975 0.0 0.1 0.1
C 0.926 -0.395 6.524 0.0 0.0 0.0
H -1.708 -3.045 -3.792 0.0 0.0 0.0
N 2.760 -0.944 0.682 0.0 -0.1 -0.3
H -2.893 -5.554 4.501 0.0 0.0 0.0
H 0.289 -3.114 2.946 0.0 0.0 0.0
O -1.419 1.181 0.305 0.1 0.2 0.1
C 2.007 0.440 6.278 0.0 0.0 0.0
S -1.746 2.653 0.381 -0.6 0.1 -0.1
Br 4.921 3.242 3.144 0.0 0.0 0.0
H -2.242 1.021 -2.454 0.0 0.0 0.0
H -0.248 -2.033 -3.718 0.0 0.0 0.0
H -3.446 -1.335 3.976 0.0 0.0 0.0
C 2.470 3.513 -0.216 0.1 0.1 0.0
Br 4.021 7.378 -0.729 0.0 0.0 0.0
C -2.535 2.894 1.983 0.1 0.0 -0.1
C -3.603 0.148 -5.094 0.1 0.0 0.0
C -1.524 -2.118 3.466 0.0 -0.1 0.0
H 1.449 1.153 3.028 0.0 0.1 0.1
H -0.685 -1.448 -5.653 0.0 0.0 0.0
C 4.040 3.922 1.597 0.1 -0.1 0.0
C 3.826 -3.308 1.688 0.0 0.0 0.0
H 3.019 1.644 4.803 0.0 0.0 0.0
C 0.242 -0.180 4.235 0.0 0.0 0.1
H -3.323 2.147 2.091 0.0 0.0 0.0
C 4.315 5.213 1.113 0.0 0.0 0.0
H 2.704 0.675 7.073 0.0 0.0 0.0
C 2.191 0.979 5.012 0.0 0.0 0.1
F 0.273 2.490 1.779 -0.1 -0.1 0.5
H 1.944 -0.073 -5.298 0.0 0.0 0.0
H 0.774 -0.817 7.510 0.0 0.0 0.0
C 0.038 -0.706 5.505 0.0 0.0 0.0
H 4.517 -2.060 3.329 0.0 0.0 0.0
H 2.658 -1.918 -3.687 0.0 0.0 0.0
H 2.125 -2.963 -1.720 0.0 0.0 0.0
C -1.500 0.259 -2.678 0.0 -0.1 0.3
N 0.766 -0.100 -1.549 0.1 -0.6 -0.5
Br 5.519 6.345 2.048 0.0 0.0 0.0
C -0.077 0.694 -2.555 -0.5 -0.2 -0.2
C -3.285 2.766 -0.569 0.2 -0.1 0.0
C 1.303 0.682 3.990 -0.1 -0.1 -0.1
Y 1.031 0.955 0.422 0.4 0.6 -0.4
S -0.909 -0.526 2.891 0.1 -0.1 0.0
C 0.629 0.797 -3.885 0.1 0.0 0.1
H -3.022 2.777 -1.625 0.0 0.0 0.0
C -3.407 -1.333 -2.570 0.0 0.0 0.0
C -2.505 -4.584 4.216 0.0 0.0 0.0
C -1.835 -0.430 -7.125 0.0 0.0 -0.1
H -1.129 -0.667 -7.915 0.0 0.0 0.0
C 1.978 -1.133 -3.379 0.1 0.0 0.0
C -2.968 0.322 -7.417 0.0 -0.1 0.1
C 1.530 -0.111 -4.293 0.0 0.0 0.0
H -1.752 2.763 2.725 0.0 0.0 0.0
C 3.169 -3.303 0.489 0.0 0.0 0.0
H -1.060 -2.476 -2.231 0.0 0.0 0.0
C 3.440 -0.972 1.835 0.1 0.0 0.1
H -4.053 -0.464 -2.426 0.0 0.0 0.0
N 2.030 -2.098 -1.215 -0.1 -0.1 0.0
C -1.587 -0.884 -5.840 0.0 0.0 0.1
C -1.203 -4.470 3.737 0.0 0.0 0.0
H -3.161 0.673 -8.423 0.0 0.0 0.0
H -0.139 1.712 -2.153 0.1 0.0 0.0
C -2.446 -0.582 -4.767 -0.1 -0.1 -0.2
C 1.583 -1.020 -2.070 -0.1 0.0 -0.1
C 3.985 -2.108 2.390 0.0 0.0 0.0
C 2.643 -2.083 -0.016 0.0 0.0 0.0
H -0.794 -1.369 5.703 0.0 0.0 0.0
C -3.316 -3.463 4.308 0.0 0.0 0.0
H -4.309 0.402 -4.313 0.0 0.0 0.0
C -2.824 -2.221 3.926 0.0 0.1 0.0
H -3.885 1.883 -0.353 0.0 0.0 0.0
C -0.709 -3.236 3.354 0.0 0.1 0.0
H 4.232 -4.234 2.080 0.0 0.0 0.0
H -3.977 -2.112 -3.099 0.0 0.0 0.0
C -2.117 -0.964 -3.323 0.1 0.3 -0.1
C 3.689 5.642 -0.041 0.0 -0.1 0.1
C -3.854 0.595 -6.379 0.0 0.0 0.0

---

[2]
89
Properties=species:S:1:pos:R:3:forces:R:3 method="wB97M-V/def2-TZVPD" homo_lumo_gap_ha="0.102 / 0.188" relative_energy_kj_mol=59.37 s2=0.795 spin_multiplicity=2 charge=-2
C 5.319 0.633 0.257 0.1 0.1 0.2
O 0.322 -0.694 -2.556 -0.4 -0.5 -1.1
C 0.893 2.848 3.075 0.0 0.2 0.0
C 4.574 1.165 -1.968 0.1 0.2 0.6
C -3.359 4.012 -3.776 -0.2 -0.2 0.3
C 4.114 0.811 -5.689 -0.1 -0.1 -0.1
H -3.627 5.037 -3.555 0.0 0.1 0.0
C -1.136 -5.011 0.662 -0.2 -0.5 0.1
C -3.644 3.016 -2.836 0.3 -0.2 -0.5
Cl 6.228 -2.456 -2.062 0.1 -0.2 -0.1
C 2.341 -1.644 -3.398 -0.4 0.2 0.5
C 1.928 3.122 1.984 0.0 0.0 0.1
H 2.806 2.491 2.086 0.2 -0.1 0.0
H -2.348 0.371 -4.512 0.1 -0.1 0.0
C -4.284 3.331 -1.550 0.5 0.3 1.3
N -2.660 1.207 0.188 -0.4 -1.3 0.3
H 5.302 -1.382 -3.930 -0.1 0.3 0.0
C 1.617 -0.316 -5.377 -0.1 0.0 -0.1
C -3.266 1.702 -3.125 -0.2 0.2 0.2
H -1.685 1.771 3.102 0.0 0.1 -0.1
H 3.236 -2.051 -2.929 0.0 0.0 -0.1
C 1.540 -0.819 -2.346 0.7 -0.7 -0.9
H 0.636 -0.742 -5.227 -0.1 0.0 0.0
H 0.133 4.863 2.963 0.1 0.1 0.0
H -1.878 2.142 -6.175 0.0 0.0 0.0
C -2.128 -2.357 0.575 0.1 0.4 -0.1
H -0.047 -3.400 3.217 0.0 -0.2 -0.1
Hg 0.069 0.177 -0.441 0.2 2.4 0.4
H -2.320 -0.541 3.443 -0.1 0.0 -0.1
C 1.828 0.623 -6.366 -0.1 0.0 0.0
H 5.417 0.898 1.300 0.0 0.0 0.1
O 2.176 -0.317 -1.407 1.0 -0.1 0.1
H 1.371 3.021 4.056 -0.1 0.0 -0.2
H 2.246 4.164 2.015 0.1 0.1 0.0
C -0.320 -1.296 3.452 -0.1 0.0 0.2
C -2.722 -1.061 0.478 -1.0 -0.4 0.3
H 4.320 2.452 -0.292 -0.1 0.1 0.0
N 4.986 -0.423 -3.804 0.3 -0.5 -0.1
H -4.510 -1.284 1.671 -0.1 -0.1 0.1
H -1.724 -2.912 3.418 -0.1 -0.1 -0.1
H -4.768 -1.489 -0.072 -0.1 -0.1 0.0
C 5.795 -0.581 -0.194 -0.1 -0.1 -0.5
O 0.204 -1.693 0.394 0.7 -1.5 0.7
C 1.013 -0.942 3.293 0.0 0.1 0.1
S -3.033 3.728 -0.162 -0.7 0.3 -0.7
H 3.260 1.920 -7.305 0.0 0.0 0.0
H 6.260 -1.291 0.473 0.0 0.0 0.0
H 1.483 2.930 1.011 0.0 0.0 -0.1
H 1.691 -2.457 -3.724 0.1 0.0 -0.1
H 1.010 0.935 -7.001 -0.1 0.0 0.0
C 3.085 1.181 -6.533 0.2 0.1 -0.1
H -0.636 -2.920 4.816 0.0 0.0 0.0
C -0.707 -2.716 3.743 0.0 0.1 0.0
H -0.984 3.735 3.726 -0.1 0.0 0.1
H -3.183 -5.583 1.022 0.0 0.0 0.0
Cl 3.798 2.318 -2.992 -0.1 0.3 0.1
H -4.472 0.132 0.598 -0.1 -0.1 0.0
C -2.490 -4.766 0.850 0.0 -0.5 0.0
C -2.739 3.697 -4.968 0.2 0.0 -0.3
H -0.748 3.708 1.970 -0.1 0.0 -0.1
C 1.383 0.379 3.120 0.0 -0.1 0.1
C -0.253 3.845 2.928 0.1 -0.1 0.1
C 3.892 -0.097 -4.661 -0.4 -0.1 -0.4
H -0.758 -6.028 0.665 0.0 0.0 0.0
C 2.638 -0.697 -4.510 0.4 0.0 -0.2
C 4.711 1.505 -0.626 0.0 -0.2 -0.6
H 0.785 -4.108 0.346 0.1 0.0 0.0
N -2.007 0.029 0.208 -1.3 1.4 0.0
C -1.269 -0.289 3.367 0.1 -0.2 0.0
S -0.381 2.518 -0.651 0.1 0.4 -0.3
C -4.216 -0.921 0.683 0.4 0.1 0.0
C 5.644 -0.903 -1.536 0.0 0.2 0.5
H -4.848 2.492 -1.150 -0.1 0.0 -0.1
H -2.528 4.476 -5.691 0.0 0.0 0.0
C -0.902 1.033 3.178 0.1 0.1 0.0
C -2.638 1.392 -4.314 0.1 0.1 -0.3
H 5.093 1.258 -5.778 0.1 0.0 0.0
C -2.371 2.387 -5.243 0.0 -0.1 0.0
H 1.774 -1.713 3.307 0.0 -0.1 0.0
C -2.049 2.284 -0.175 0.4 0.5 0.0
C -0.278 -3.949 0.476 0.1 0.4 -0.1
H -4.023 -3.325 0.922 -0.1 0.1 0.0
C -2.960 -3.473 0.796 -0.2 0.0 0.0
H -4.888 4.236 -1.577 -0.2 0.0 -0.1
C 0.436 1.401 3.083 -0.1 0.0 0.2
C -0.708 -2.603 0.461 -0.1 -0.8 0.1
C 5.026 -0.061 -2.468 0.2 0.1 0.2
H 2.435 0.611 3.032 0.1 0.1 0.0
H -3.468 0.921 -2.405 0.0 0.0 0.1

---

[3]
92
Properties=species:S:1:pos:R:3:forces:R:3 method="wB97M-V/def2-TZVPD" homo_lumo_gap_ha="0.219 / 0.226" relative_energy_kj_mol=38.46 s2=0.772 spin_multiplicity=2 charge=0
H -1.679 -3.396 -0.020 0.0 0.0 0.0
H 0.147 0.277 3.682 0.0 0.0 0.0
C 0.231 -2.055 3.086 0.1 0.1 -0.1
H 3.444 0.018 4.648 0.0 0.0 0.0
C -2.304 -0.559 -6.333 0.0 0.0 0.0
P -1.791 -2.544 -2.839 0.8 -0.2 0.4
C 1.940 -1.579 -1.564 -0.2 -0.3 0.0
H -2.598 -0.466 2.657 0.0 -0.1 0.0
H 2.213 4.603 3.267 0.0 0.0 0.0
C -1.836 -0.984 -5.102 -0.1 0.0 0.0
N 4.269 -3.948 -2.679 0.0 0.0 0.1
C -3.410 -1.178 -6.908 0.0 0.0 0.0
H -1.295 0.694 4.611 0.0 0.0 0.0
C 4.061 -3.307 1.482 0.0 0.0 0.0
N -0.809 1.582 1.586 0.1 -0.8 0.0
H -2.942 -2.192 2.422 0.1 0.0 0.0
H -0.468 -2.240 3.907 0.0 0.0 0.0
O -3.098 5.302 2.646 0.0 0.0 0.0
C 2.907 3.354 4.871 0.0 0.0 0.0
H -5.887 -4.135 -0.603 0.0 0.0 0.0
H 2.906 1.437 -3.671 0.0 0.0 0.0
C -1.457 2.578 0.877 0.0 -0.1 0.3
H -4.914 -2.689 -6.689 0.0 0.0 0.0
C 1.593 0.608 -2.208 0.1 0.0 -0.3
C -4.110 -3.457 -1.591 0.0 -0.1 -0.1
H 2.244 -2.248 1.045 0.0 -0.1 0.0
C -1.455 2.565 -0.597 0.0 0.0 0.0
H -3.168 -7.190 -1.873 0.0 0.0 0.0
N -1.669 3.000 2.994 0.0 0.1 0.0
H -0.947 -4.122 1.423 0.0 0.0 0.0
H -2.680 4.514 -0.287 0.0 -0.1 0.0
H -4.082 -3.452 -4.490 0.0 0.0 0.0
H 2.959 4.163 5.587 0.0 0.0 0.0
H 2.123 2.744 1.629 0.0 0.0 0.0
C 2.438 2.565 2.650 0.0 0.0 0.0
H 1.626 -2.415 -0.962 0.0 0.1 0.0
C 3.198 1.024 4.334 0.0 0.0 0.0
O -0.830 1.577 -1.085 0.2 0.3 -0.1
C -0.460 1.095 4.034 0.0 0.2 0.1
C 5.321 -3.225 2.063 0.0 0.0 0.0
C 5.739 -2.036 2.642 0.0 0.0 0.0
Si -0.737 -1.690 1.488 0.3 -0.7 0.3
C 2.657 0.564 -3.086 -0.1 -0.1 0.0
H 0.063 -3.610 0.060 -0.1 -0.1 0.0
C -3.582 -2.645 -5.008 0.0 0.1 0.0
C -2.920 -3.832 -2.213 0.0 0.1 0.0
S 0.043 -3.265 -3.073 -0.2 -0.2 -0.3
C 3.006 -1.703 -2.441 0.2 0.0 -0.1
C 4.906 -0.926 2.641 0.1 0.0 0.0
H 3.735 -4.231 1.023 0.0 0.0 0.0
S -1.895 -0.908 -1.640 -0.1 0.4 0.4
O -2.011 3.474 -1.221 0.0 0.0 -0.1
C 3.699 -2.958 -2.561 -0.1 0.1 0.0
C -4.049 -2.212 -6.245 0.0 -0.1 0.0
C 3.248 2.064 5.253 -0.1 0.0 0.0
H 5.263 0.010 3.050 0.0 0.0 0.0
H 0.907 -1.260 3.395 0.1 -0.2 0.0
C -3.436 -6.144 -1.802 0.0 0.0 0.0
H 5.981 -4.083 2.052 0.0 0.0 0.0
C 3.230 -2.202 1.484 0.0 0.0 0.1
H 4.229 -0.683 -3.876 0.0 0.0 0.0
C -4.963 -4.427 -1.086 0.0 0.0 0.0
H -5.293 -6.528 -0.800 0.0 0.0 0.0
H 3.556 1.865 6.271 0.0 0.0 0.0
C -2.580 -5.176 -2.312 -0.1 0.0 0.0
Ir 0.191 0.135 0.283 -0.9 1.5 -2.6
C 3.638 -1.004 2.070 0.0 0.0 0.0
H -1.932 3.489 3.838 0.0 0.0 0.0
C -0.957 1.869 2.875 0.1 -0.2 -0.1
H -3.088 -1.059 1.068 0.0 0.0 0.0
C 2.809 1.271 3.019 0.2 0.1 -0.1
H -0.982 -0.506 -4.639 0.0 0.0 0.0
H -3.768 -0.854 -7.877 0.0 0.0 0.0
H 0.144 1.727 4.687 0.0 0.0 0.0
H -1.644 -5.451 -2.782 0.0 0.0 0.0
H 6.722 -1.968 3.089 0.0 0.0 0.0
H 0.969 1.485 -2.115 0.0 0.0 0.1
C -2.507 -1.302 1.959 0.0 0.5 -0.1
C 2.492 3.601 3.567 -0.1 0.0 0.0
H 0.840 -2.950 2.945 0.0 0.0 0.0
C 2.731 0.178 2.002 0.2 0.6 -0.2
C -1.993 3.467 1.749 0.0 0.1 0.1
C 3.386 -0.608 -3.201 0.0 -0.1 0.0
N 1.922 0.304 1.034 -0.8 -1.2 1.3
C -0.822 -3.356 0.650 0.2 0.0 -0.2
H -1.809 0.254 -6.848 0.0 0.0 0.0
C -4.626 -5.771 -1.194 0.0 0.0 0.0
N 1.258 -0.445 -1.446 0.3 0.1 1.0
C -2.471 -2.034 -4.440 -0.1 0.1 0.1
C -2.775 4.729 1.631 0.0 0.0 0.0
H -4.353 -2.405 -1.501 0.0 0.0 0.0
O -3.056 5.137 0.422 -0.1 0.1 0.1

---

[4]
95
Properties=species:S:1:pos:R:3:forces:R:3 method="wB97M-V/def2-TZVPD" homo_lumo_gap_ha="0.241 / 0.239" relative_energy_kj_mol=37.39 s2=2.018 spin_multiplicity=3 charge=-1
C 1.853 -2.163 3.384 0.0 0.2 -0.2
H -0.256 3.441 2.934 0.0 0.0 0.0
H -0.192 1.685 3.081 0.0 -0.1 0.0
C 3.404 2.534 1.913 0.0 0.0 0.1
C -0.374 -1.294 -2.924 0.0 0.2 0.1
H 3.830 3.526 1.816 0.0 0.0 0.0
H -5.950 1.393 -3.152 0.0 0.0 0.0
O -0.571 -2.275 -3.610 -0.1 -0.2 -0.2
N -0.996 1.531 -6.952 0.2 -0.1 0.9
O 1.125 4.596 -3.681 -0.1 0.2 0.1
C 4.229 -1.792 -1.795 -0.2 0.0 0.2
H -4.706 -0.134 1.580 0.0 0.0 0.0
H -3.800 2.781 2.441 0.0 0.0 0.0
H -1.636 -1.935 0.526 0.0 0.0 0.1
C 0.301 1.199 -2.920 0.1 -1.0 1.4
H 2.629 2.529 -0.082 0.0 0.0 0.1
C -2.577 -0.480 1.903 -0.1 -0.1 0.0
C 0.312 -5.295 2.144 0.1 0.1 0.0
S 6.834 -2.048 -1.444 0.3 0.1 0.1
C -4.372 1.801 -0.186 0.0 0.0 0.1
H 0.024 3.476 -5.433 0.0 -0.1 0.0
H -1.439 4.514 1.137 0.0 0.1 0.0
N 0.852 3.662 -2.950 0.3 -1.1 -0.1
H 1.339 -4.006 4.301 0.0 0.0 0.0
H -2.705 3.727 0.184 0.0 0.0 0.0
H -4.313 -1.153 2.960 0.0 0.0 0.0
V 0.940 -0.267 -0.438 0.0 -0.8 -0.9
S 4.541 -3.400 -2.411 -0.2 -0.2 -0.1
C -0.618 0.172 -4.913 0.2 0.0 0.4
H -2.701 2.090 3.629 0.0 0.0 0.0
H 0.458 -3.139 -1.082 0.0 -0.1 0.1
H 4.059 2.282 3.952 0.0 0.0 0.0
C 5.784 0.181 0.982 0.1 -0.1 0.2
H -3.351 -1.699 0.266 0.0 0.0 0.0
C -2.582 -1.751 1.038 0.0 -0.1 0.0
H 6.746 -0.311 1.117 0.0 0.0 -0.1
C -0.117 -5.811 0.957 0.0 0.1 -0.2
H -6.241 2.499 -0.952 0.0 0.0 0.0
C -0.048 -5.024 -0.215 0.0 -0.1 0.0
C 3.535 1.839 3.116 -0.1 0.0 -0.1
C -3.207 1.065 -0.420 -0.1 0.1 0.0
H 2.285 -1.733 4.273 0.0 0.0 0.0
C 0.363 2.409 -3.604 0.1 1.4 -0.4
C 5.333 -1.161 -1.333 -0.2 0.0 -0.1
C 1.336 -3.413 3.395 -0.1 -0.1 0.0
P -1.849 0.839 0.794 0.3 -0.1 -0.1
C -0.351 2.503 2.380 0.0 0.0 0.0
H -4.524 2.292 0.764 0.0 0.0 0.0
C 0.808 -3.970 2.205 0.0 -0.3 0.3
C 1.789 -1.384 2.191 0.2 0.2 0.4
C -2.769 2.781 2.789 -0.1 0.1 0.0
O -0.902 2.622 -7.477 0.0 0.0 -0.2
C -3.067 0.441 -1.654 0.0 0.0 0.0
H -0.494 -6.823 0.906 0.0 0.0 0.0
H 3.148 0.023 4.151 0.0 0.0 0.0
C -1.732 2.471 1.708 0.1 0.0 0.1
C -4.047 0.553 -2.633 0.1 0.0 0.0
O 0.673 1.087 -1.677 -0.1 1.0 -0.4
H -2.560 3.781 3.179 0.0 0.0 0.0
C -1.644 -0.695 3.095 0.0 0.0 0.0
C 0.819 -3.179 1.049 0.1 0.4 -0.3
H -0.355 -5.437 -1.166 0.0 -0.1 0.0
H 4.998 -0.414 1.440 -0.1 0.0 0.0
H -2.798 -2.613 1.676 0.0 0.0 0.0
H -0.991 -0.707 -5.417 0.0 0.0 0.0
C 2.327 0.005 2.139 0.0 -0.5 0.2
C 3.011 0.564 3.225 -0.1 0.1 0.0
H -1.704 0.120 3.817 0.0 0.1 0.0
C -5.188 1.296 -2.390 0.0 0.0 0.1
C -4.004 -0.262 2.405 0.0 0.0 0.0
S 2.553 -1.358 -2.009 0.1 0.1 0.0
C -0.531 1.403 -5.546 -0.2 0.2 -0.8
H -1.002 3.383 -0.140 0.0 -0.1 0.0
H -1.925 -1.618 3.610 0.0 0.0 0.0
H -3.904 0.059 -3.584 0.0 0.0 -0.1
O 1.001 3.656 -1.744 -0.2 0.4 -0.2
O -1.459 0.539 -7.477 0.0 0.0 -0.2
C -5.351 1.919 -1.157 0.0 -0.1 -0.1
S 7.158 -4.823 -2.488 -0.1 0.2 0.1
H -4.101 0.588 3.075 0.0 0.0 0.0
H -0.602 -0.793 2.791 0.0 0.0 -0.1
N 1.248 -1.866 1.088 -0.2 0.1 -0.1
C 0.410 -3.737 -0.183 0.0 0.0 0.1
C -0.040 2.527 -4.923 0.0 -0.1 0.2
C 2.158 0.695 0.938 0.0 0.0 0.1
O -0.394 -1.291 -1.626 0.3 0.2 0.4
C -1.731 3.580 0.650 0.0 0.1 -0.1
H 5.810 1.152 1.469 0.0 0.1 0.0
H 0.452 2.464 1.647 -0.1 0.0 0.0
C 2.732 1.968 0.844 -0.1 0.0 -0.1
H -2.184 -0.153 -1.832 0.0 0.0 0.0
C 6.231 -3.493 -2.130 0.2 -0.3 -0.1
S 5.419 0.482 -0.753 0.0 0.1 -0.2
C -0.203 0.062 -3.598 -0.1 -0.2 -0.5
H 0.299 -5.885 3.052 0.0 0.0 0.0